Density functional theory data (ωB97M-V with the def2-TZVPD basis set) for a 9-piece molecular cluster, C38H96Cl2O28P4 overall.

Calculated values
LUMO level (alpha / beta): 1.88 / 1.85 eV
electronic energy: -5897.94499 a.u.
Kohn-Sham gap (alpha / beta): 1.477 / 9.113 eV
HOMO energy (alpha / beta): 0.401 / -7.263 eV

The geometry in ORCA input format:
```
! RIJCOSX wB97M-V def2-TZVPD def2/J DEFGRID3
* xyz -1 2
Cl 1.243 -4.227 -3.680
Cl -2.276 -4.235 -3.678
P 0.527 -0.496 0.170
P -3.300 -5.160 1.884
P -5.917 0.173 -3.360
P 3.294 1.220 -5.053
O 6.267 2.060 -0.574
O -6.098 -3.052 5.980
O 9.929 -2.001 0.034
O 3.305 2.837 3.880
O -3.609 -3.859 0.885
O -3.172 -1.025 4.899
O 3.910 0.267 -6.180
O -6.148 -0.473 -1.874
O 0.221 -0.554 1.819
O -6.582 -0.513 -4.502
O 5.353 2.927 2.086
O -6.377 1.694 -3.076
O 1.138 0.983 0.085
O 1.840 -1.457 -0.004
O 4.902 -3.715 -1.097
O 3.358 2.699 -5.730
O -2.076 -4.614 2.850
O 1.921 0.848 -4.522
O -2.993 -6.429 1.179
O -4.287 0.276 -3.340
O 7.783 -2.226 -1.876
O -4.520 -5.218 2.917
O -0.652 -0.761 -0.694
O -3.679 6.578 -3.412
O -7.283 -5.374 6.887
O -3.129 3.135 0.083
O -5.041 5.382 -0.999
O 4.432 1.257 -3.923
C 2.524 -1.321 -1.202
C -3.651 0.982 -2.268
C 0.146 -2.875 -3.943
C 6.432 -1.999 -2.201
C 2.357 2.946 4.895
C 5.828 1.506 -4.234
C 11.307 -2.296 0.349
C -1.997 -0.337 5.321
C -7.159 -3.707 5.315
C -1.972 -3.277 3.194
C -4.057 -1.532 5.869
C -7.830 -6.156 7.960
C -4.390 -6.098 4.025
C -7.419 -1.001 -1.407
C 4.465 4.078 2.206
C -1.151 -3.016 -3.085
C 1.149 1.683 -1.114
C 6.693 3.278 0.033
C -5.270 -2.266 5.172
C -4.659 4.770 -2.168
C -4.819 5.739 -3.363
C 1.231 -0.368 2.755
C 5.837 -4.275 -0.156
C 4.879 2.044 -0.798
C 9.931 -1.344 -1.187
C -8.073 -4.375 6.355
C 5.572 -3.284 -2.294
C -1.828 2.765 0.579
C -3.672 7.603 -4.425
C 8.503 -1.048 -1.642
C 6.627 3.285 1.559
C 3.030 3.763 -4.814
C -3.698 4.214 0.779
C -2.830 -3.652 -0.225
C 3.570 0.515 -7.534
C -7.729 2.036 -3.214
C 3.086 3.669 2.710
C -5.109 4.662 0.229
H -4.822 -2.860 4.375
H -1.641 -2.044 -3.019
H -2.882 0.346 -1.829
H 3.269 -0.346 -8.131
H -1.570 1.786 0.174
H -4.381 -0.657 6.432
H -2.846 8.289 -4.240
H 11.411 -2.788 1.316
H -4.887 5.172 -4.291
H -1.766 -3.733 -0.003
H 3.133 3.620 -3.739
H 6.233 4.092 -0.526
H 7.719 3.516 -0.249
H 1.386 2.505 4.672
H -5.709 5.228 0.941
H -1.150 -1.008 5.463
H 8.637 -0.548 -2.601
H -7.747 -2.890 4.895
H 2.412 3.153 2.027
H -8.956 -4.786 5.867
H 6.033 -1.376 -1.400
H 4.389 4.638 1.274
H 10.448 -0.388 -1.106
H 7.005 4.229 1.950
H -3.891 4.069 1.841
H -7.223 -2.022 -1.078
H -8.787 -6.642 7.769
H -8.322 1.236 -2.772
H 6.258 2.359 -3.708
H -8.306 -3.633 7.119
H -4.254 1.391 -1.458
H 0.629 2.621 -0.920
H -1.077 -2.737 2.886
H 2.776 1.237 -7.720
H -4.638 8.104 -4.493
H -3.617 4.474 -2.047
H 2.680 2.364 5.758
H 5.395 -4.308 0.840
H 4.359 1.935 0.153
H 3.401 -0.718 -0.967
H 6.512 0.729 -3.895
H -2.009 -3.389 4.278
H 6.003 1.641 -5.302
H -7.918 3.014 -2.771
H 1.928 -0.899 -2.011
H -3.374 7.153 -5.372
H 2.794 -2.332 -1.507
H 2.254 3.973 5.245
H -5.851 -1.457 4.729
H 2.142 2.075 -1.331
H 0.721 -1.985 -3.689
H -7.204 -6.977 8.309
H 0.681 1.219 -1.982
H -1.536 0.384 4.646
H 0.956 0.489 3.369
H 11.675 -3.021 -0.377
H -7.917 2.081 -4.287
H 6.707 -3.631 -0.025
H -3.022 1.789 -2.643
H 4.638 1.165 -1.396
H 7.417 2.621 1.910
H -2.899 -2.737 3.002
H -5.217 3.851 -2.351
H -3.119 -4.295 -1.056
H 4.871 4.783 2.931
H -4.403 -5.428 4.885
H -5.677 6.411 -3.331
H 2.591 4.568 3.078
H 6.200 -5.236 -0.519
H 4.429 2.897 -1.305
H 4.781 -3.175 -3.036
H -5.211 -6.810 4.102
H -3.018 5.066 0.775
H -3.032 -2.616 -0.498
H -8.071 -5.441 8.747
H -0.097 -2.671 -4.986
H -1.145 3.558 0.273
H 11.905 -1.388 0.273
H -7.678 -0.510 -0.469
H -3.480 -6.692 4.113
H 6.289 -1.467 -3.142
H -5.726 3.805 -0.040
H 10.400 -1.871 -2.018
H 1.335 -1.248 3.390
H -2.111 0.173 6.278
H 7.903 -0.454 -0.954
H 3.774 4.537 -5.002
H -1.746 2.688 1.663
H -6.848 -4.330 4.476
H -8.256 -1.031 -2.104
H -3.544 -2.197 6.563
H 2.253 -0.292 2.383
H 6.226 -4.111 -2.567
H 4.442 0.995 -7.980
H 2.016 4.123 -4.987
H -0.974 -3.237 -2.033
*
```